# 1
ORCA calculation (ωB97M-V with the def2-TZVPD basis set) on a structure of composition C46H39IN6S2Ti.

**Relative energy (zero: lowest compared OMol25 entry of this formula, charge and spin)**: 25.8 kcal/mol
**E_tot**: -110165.119 eV
**Orbital gap (alpha / beta)**: 0.16499 / 0.25721 Eh
**HOMO energy (alpha / beta)**: -5.07 / -7.65 eV
**⟨S²⟩**: 2.034
**Spin multiplicity**: 3
**LUMO energy (alpha / beta)**: -0.0213 / -0.0239 hartree

Each line ends with the Löwdin charge.
CARTESIAN COORDINATES (ANGSTROEM)
Ti  -0.64  -0.13  0.05  0.72
C  3.71  0.22  -2.34  -0.03
C  2.79  1.41  -2.24  -0.33
C  2.82  2.41  -3.20  -0.03
C  1.99  3.51  -3.04  -0.06
C  1.20  3.59  -1.90  -0.03
C  1.26  2.56  -0.96  -0.22
N  1.99  1.47  -1.18  0.15
C  0.55  2.65  0.33  -0.23
C  0.29  3.88  0.87  -0.04
C  -0.29  4.00  2.14  -0.07
C  -0.54  2.84  2.85  -0.05
C  -0.30  1.60  2.28  -0.25
N  0.21  1.47  0.99  -0.01
C  -0.64  0.36  2.96  -0.22
C  -0.87  0.33  4.34  -0.02
C  -1.20  -0.85  4.94  -0.05
C  -1.28  -1.99  4.16  -0.04
C  -1.04  -1.92  2.79  -0.35
C  -1.15  -3.19  2.01  -0.06
N  -0.72  -0.75  2.19  0.03
H  4.70  0.50  -1.98  0.09
H  3.34  -0.60  -1.73  0.06
H  3.82  -0.11  -3.37  0.04
H  3.48  2.33  -4.06  0.11
H  1.96  4.29  -3.78  0.11
H  0.54  4.43  -1.77  0.11
H  0.56  4.77  0.33  0.11
H  -0.51  4.97  2.57  0.10
H  -0.99  2.89  3.83  0.10
H  -0.76  1.23  4.92  0.10
H  -1.39  -0.90  6.01  0.11
H  -1.53  -2.95  4.59  0.12
H  -0.70  -4.01  2.58  0.09
H  -2.21  -3.43  1.87  0.06
H  -0.69  -3.12  1.04  0.04
C  2.39  -1.88  3.02  -0.11
N  2.30  -1.33  1.68  -0.25
C  3.23  -0.22  1.56  -0.10
C  2.53  -2.35  0.67  -0.17
C  1.52  -2.55  -0.47  -0.22
C  1.91  -3.59  -1.33  -0.08
C  1.06  -4.11  -2.28  -0.11
C  -0.23  -3.61  -2.37  -0.10
C  -0.59  -2.54  -1.57  -0.20
C  0.26  -1.94  -0.61  -0.23
H  1.69  -2.71  3.14  0.08
H  3.40  -2.25  3.25  0.09
H  2.13  -1.11  3.75  0.08
H  4.28  -0.56  1.64  0.09
H  3.04  0.50  2.36  0.08
H  3.09  0.29  0.61  0.05
H  2.54  -3.32  1.19  0.12
H  3.54  -2.25  0.25  0.12
H  2.91  -4.01  -1.22  0.11
H  1.39  -4.92  -2.93  0.10
H  -0.94  -4.03  -3.07  0.10
H  -1.60  -2.16  -1.70  0.02
S  -4.33  3.56  2.31  1.07
C  -5.20  4.97  2.75  -0.41
C  -5.39  5.79  1.68  -0.18
C  -4.82  5.27  0.49  -0.12
C  -4.21  4.06  0.67  -0.47
C  -3.52  3.25  -0.34  -0.17
C  -2.56  2.30  0.05  -0.15
N  -1.86  1.57  -0.78  -0.02
C  -2.08  1.72  -2.10  -0.15
C  -3.05  2.60  -2.60  -0.12
C  -3.28  2.65  -4.02  -0.01
C  -2.57  1.87  -4.86  -0.01
C  -1.54  1.00  -4.37  -0.12
C  -0.76  0.20  -5.21  0.06
C  0.24  -0.59  -4.67  -0.17
C  0.43  -0.53  -3.27  -0.08
N  -0.32  0.17  -2.45  0.11
C  -1.29  0.94  -2.99  -0.13
C  1.03  -1.49  -5.52  -0.46
C  0.69  -1.96  -6.76  -0.12
C  1.66  -2.83  -7.31  -0.18
C  2.72  -3.02  -6.49  -0.41
S  2.55  -2.14  -5.03  1.06
C  -3.77  3.38  -1.69  0.07
H  -5.52  5.10  3.77  0.07
H  -5.91  6.74  1.74  0.10
H  -4.85  5.79  -0.46  0.11
H  -2.39  2.13  1.11  0.08
H  -4.05  3.32  -4.39  0.12
H  -2.75  1.90  -5.93  0.12
H  -0.94  0.20  -6.27  0.12
H  1.20  -1.14  -2.81  0.09
H  -0.24  -1.71  -7.25  0.11
H  1.56  -3.30  -8.28  0.10
H  3.60  -3.62  -6.65  0.07
H  -4.54  4.06  -2.04  0.13
I  -3.38  -0.98  0.27  0.31

# 2
ORCA calculation (ωB97M-V with the def2-TZVPD basis set) on a cluster of 8 separate species, C46H40BrF7IN2OP2S in total at a distorted geometry.

**Relative energy (zero: lowest compared OMol25 entry of this formula, charge and spin)**: 0.0 kcal/mol
**Net charge**: +1
**E_tot**: -179946.847 eV
**Orbital gap**: 0.20814 Eh
**HOMO energy**: -10.75 eV
**LUMO energy**: -0.1870 hartree

Each line ends with the Löwdin charge.
CARTESIAN COORDINATES (ANGSTROEM)
O  3.31  0.93  3.46  -0.40
P  3.00  1.57  2.18  0.66
C  1.14  1.59  2.04  -0.37
C  0.49  0.42  1.65  -0.66
I  1.51  -1.33  1.15  1.16
C  -0.86  0.46  1.61  -0.11
C  -1.56  1.59  1.94  -0.40
P  -3.42  1.61  1.92  0.38
S  -4.08  3.12  2.92  0.17
N  -0.94  2.69  2.29  0.07
N  0.35  2.62  2.32  -0.46
Br  1.15  4.24  2.86  0.99
H  3.45  0.80  1.10  -0.01
H  3.50  2.88  2.09  0.00
H  -1.42  -0.43  1.33  0.10
H  -3.79  0.42  2.55  -0.02
H  -3.83  1.54  0.58  0.00
F  -3.47  -1.74  2.40  -0.02
C  -4.52  -2.54  2.74  -0.28
C  -4.41  -3.34  3.85  -0.01
C  -5.48  -4.15  4.20  -0.06
C  -6.63  -4.16  3.43  -0.07
C  -6.72  -3.34  2.30  -0.07
C  -5.65  -2.52  1.96  -0.02
H  -3.50  -3.33  4.44  0.12
H  -5.42  -4.78  5.08  0.08
H  -7.46  -4.79  3.70  0.10
H  -7.61  -3.35  1.70  0.11
H  -5.70  -1.88  1.09  0.11
F  -1.05  10.24  -0.35  0.07
C  -0.49  9.40  0.54  -0.28
C  0.53  9.86  1.35  0.00
C  1.11  9.00  2.27  -0.08
C  0.67  7.69  2.35  -0.14
C  -0.35  7.24  1.53  -0.11
C  -0.95  8.10  0.62  -0.01
H  0.87  10.89  1.25  0.12
H  1.91  9.35  2.90  0.11
H  1.13  7.02  3.07  0.05
H  -0.69  6.21  1.59  0.07
H  -1.75  7.77  -0.03  0.12
F  2.48  -3.77  -0.70  -0.03
C  3.08  -3.42  -1.87  -0.30
C  2.46  -3.73  -3.06  -0.03
C  3.07  -3.37  -4.25  -0.07
C  4.30  -2.71  -4.23  -0.08
C  4.90  -2.41  -3.02  -0.08
C  4.29  -2.76  -1.82  -0.03
H  1.51  -4.25  -3.05  0.12
H  2.60  -3.60  -5.19  0.09
H  4.78  -2.43  -5.16  0.11
H  5.86  -1.90  -3.00  0.11
H  4.75  -2.53  -0.87  0.11
F  -7.48  -6.09  6.12  0.05
C  -6.92  -7.30  5.92  -0.29
C  -5.55  -7.43  6.07  -0.03
C  -4.97  -8.68  5.87  -0.08
C  -5.76  -9.77  5.53  -0.09
C  -7.14  -9.61  5.38  -0.08
C  -7.72  -8.37  5.58  -0.01
H  -4.95  -6.58  6.34  0.11
H  -3.91  -8.80  5.99  0.11
H  -5.31  -10.74  5.37  0.10
H  -7.75  -10.45  5.10  0.11
H  -8.79  -8.22  5.48  0.12
F  3.81  7.52  1.95  0.04
C  4.37  7.85  0.77  -0.29
C  3.74  7.44  -0.39  -0.02
C  4.31  7.78  -1.61  -0.07
C  5.49  8.50  -1.65  -0.09
C  6.11  8.89  -0.48  -0.08
C  5.55  8.57  0.75  -0.01
H  2.82  6.88  -0.33  0.10
H  3.82  7.47  -2.53  0.10
H  5.93  8.75  -2.61  0.10
H  7.04  9.45  -0.51  0.11
H  6.01  8.87  1.68  0.12
F  1.49  -5.06  -6.45  0.04
C  1.63  -6.39  -6.24  -0.28
C  2.16  -6.83  -5.05  -0.02
C  2.30  -8.20  -4.84  -0.08
C  1.92  -9.09  -5.83  -0.09
C  1.40  -8.62  -7.03  -0.08
C  1.24  -7.26  -7.24  -0.02
H  2.46  -6.12  -4.29  0.09
H  2.71  -8.56  -3.91  0.11
H  2.04  -10.15  -5.67  0.10
H  1.10  -9.32  -7.80  0.11
H  0.83  -6.87  -8.16  0.12
F  1.24  5.66  -1.66  0.05
C  1.44  4.74  -2.63  -0.28
C  1.71  5.16  -3.91  -0.01
C  1.91  4.21  -4.90  -0.07
C  1.83  2.86  -4.59  -0.09
C  1.55  2.46  -3.30  -0.09
C  1.35  3.40  -2.30  -0.03
H  1.77  6.22  -4.13  0.12
H  2.14  4.52  -5.91  0.11
H  1.98  2.12  -5.37  0.11
H  1.48  1.40  -3.06  0.10
H  1.14  3.11  -1.28  0.10

# 3
ORCA calculation (ωB97M-V with the def2-TZVPD basis set) on a structure of composition C46H40N11SSiTa at a distorted geometry.

**Relative energy (zero: lowest compared OMol25 entry of this formula, charge and spin)**: 60.4 kcal/mol
**Net charge**: +2
**E_tot**: -84993.180 eV
**Orbital gap**: 0.23340 Eh
**HOMO energy**: -13.10 eV
**LUMO energy**: -0.2480 hartree

Each line ends with the Löwdin charge.
CARTESIAN COORDINATES (ANGSTROEM)
Ta  0.53  0.17  0.24  1.81
C  -1.27  -3.73  1.61  -0.03
C  -2.53  -3.46  2.13  -0.02
C  -2.90  -2.15  2.31  0.02
C  -2.04  -1.11  1.95  -0.32
N  -0.84  -1.39  1.40  -0.07
C  -0.46  -2.67  1.27  -0.17
N  -2.52  0.16  2.16  0.18
C  -1.91  1.26  1.98  -0.30
N  -0.60  1.53  1.56  -0.03
C  -0.45  2.93  1.54  -0.29
N  0.58  3.64  1.34  0.18
C  1.87  3.16  1.32  -0.33
C  2.86  4.14  1.44  0.02
C  4.18  3.78  1.55  -0.03
C  4.49  2.42  1.55  -0.04
C  3.47  1.52  1.39  -0.21
N  2.18  1.86  1.24  -0.02
C  -1.74  3.55  1.88  -0.12
C  -2.11  4.88  1.97  0.01
C  -3.40  5.15  2.41  -0.04
C  -4.28  4.11  2.75  -0.04
C  -3.89  2.78  2.66  0.01
C  -2.61  2.53  2.21  -0.12
H  -0.91  -4.74  1.47  0.12
H  -3.20  -4.27  2.40  0.12
H  -3.86  -1.87  2.74  0.13
H  0.53  -2.84  0.86  0.08
H  2.54  5.17  1.46  0.12
H  4.96  4.53  1.65  0.12
H  5.51  2.08  1.66  0.12
H  3.69  0.46  1.40  0.07
H  -1.42  5.67  1.71  0.12
H  -3.73  6.17  2.49  0.12
H  -5.27  4.36  3.10  0.12
H  -4.55  1.97  2.93  0.12
C  -5.25  2.03  -0.93  -0.05
C  -4.55  3.15  -1.38  -0.05
C  -3.17  3.12  -1.45  -0.01
C  -2.48  1.97  -1.08  -0.23
C  -3.18  0.85  -0.64  -0.06
C  -4.56  0.89  -0.57  -0.05
N  -1.04  1.90  -1.17  0.04
N  -0.57  2.82  -1.84  0.10
C  0.82  2.90  -2.00  -0.30
C  1.24  3.95  -2.80  0.03
C  2.59  4.14  -3.00  -0.01
C  3.47  3.27  -2.38  -0.01
C  2.95  2.24  -1.60  -0.12
N  1.65  2.04  -1.42  0.08
H  -6.33  2.06  -0.89  0.12
H  -5.08  4.05  -1.67  0.12
H  -2.61  3.99  -1.79  0.11
H  -2.64  -0.05  -0.41  0.06
H  -5.11  0.01  -0.25  0.11
H  0.49  4.60  -3.24  0.13
H  2.95  4.96  -3.61  0.13
H  4.54  3.38  -2.48  0.13
H  3.63  1.57  -1.11  0.09
S  1.54  -0.56  2.92  0.75
C  2.57  -1.86  3.28  -0.74
N  3.40  -1.70  4.36  0.08
C  4.22  -2.67  4.80  -0.02
C  4.24  -3.87  4.14  0.00
C  3.40  -3.98  3.03  -0.07
N  2.60  -3.01  2.61  0.08
H  3.35  -0.81  4.84  0.15
H  4.83  -2.45  5.66  0.15
H  4.88  -4.67  4.46  0.12
H  3.37  -4.90  2.46  0.13
N  -6.00  -5.19  -5.16  0.19
C  -5.20  -4.60  -4.59  -0.16
C  -4.19  -3.86  -3.87  -0.20
C  -2.92  -3.71  -4.43  0.01
C  -1.96  -2.97  -3.76  0.00
C  -2.27  -2.39  -2.53  -0.22
C  -3.54  -2.56  -1.97  -0.01
C  -4.50  -3.28  -2.64  0.00
C  -1.29  -1.62  -1.82  -0.07
C  -0.47  -0.97  -1.20  -0.18
H  -2.69  -4.17  -5.38  0.13
H  -0.98  -2.84  -4.19  0.11
H  -3.76  -2.12  -1.00  0.11
H  -5.49  -3.40  -2.23  0.13
C  3.00  -3.80  -0.55  -0.18
Si  2.83  -2.24  -1.57  0.45
C  4.50  -1.80  -2.27  -0.18
C  1.59  -2.49  -2.94  -0.19
C  2.48  -0.79  -0.35  -0.39
H  3.60  -4.54  -1.08  0.05
H  2.03  -4.26  -0.33  0.03
H  3.49  -3.59  0.40  0.00
H  4.92  -2.63  -2.85  0.04
H  5.22  -1.56  -1.48  0.04
H  4.45  -0.93  -2.94  0.03
H  2.08  -3.01  -3.78  0.05
H  1.18  -1.56  -3.31  0.03
H  0.77  -3.12  -2.60  0.02
H  3.11  0.01  -0.73  -0.04
H  2.96  -1.12  0.58  -0.04

Question: What is the E_tot in the first record?
Answer: -110165.119 eV

Question: Number 2 is which compound?
Answer: C46H40BrF7IN2OP2S

Question: Look up the relative energy (zero: lowest compared OMol25 entry of this formula, charge and spin) of the third one.
Answer: 60.4 kcal/mol